[1]
This record from the OMol25 dataset describes a structure of composition C14H25CaN3O3 in a non-equilibrium geometry. The level of theory is wB97M-V/def2-TZVPD.

Values from the calculation:
* net charge: +2

```
46
Properties=species:S:1:pos:R:3:mulliken_charge:R:1
C -1.89 2.49 -3.15 -0.44
C -0.76 3.26 -3.19 0.50
H -2.59 2.65 -2.34 0.34
H -1.90 1.44 -3.40 0.29
C 0.50 3.45 -2.62 1.26
C 1.24 3.02 -1.52 -1.15
H 0.94 3.16 -0.47 0.33
H 2.32 2.78 -1.74 0.29
C -1.28 4.07 -4.35 -1.33
H -2.35 3.79 -4.55 0.33
H -0.67 3.78 -5.23 0.41
H -1.25 5.11 -3.97 0.39
C 1.36 4.32 -3.59 -1.36
H 1.04 5.39 -3.58 0.35
H 1.35 3.98 -4.63 0.36
H 2.43 4.31 -3.33 0.41
Ca 0.30 -0.43 3.38 1.66
O -0.53 -0.35 1.32 -0.76
C -0.34 -0.97 0.22 0.31
O 1.72 -1.65 2.19 -0.69
C 1.82 -1.88 0.97 0.43
O 2.85 -2.54 0.47 -0.35
N 0.95 -1.47 -0.04 0.41
C 2.71 -2.61 -1.00 -0.48
C 1.59 -1.65 -1.34 -0.39
H 2.46 -3.65 -1.27 0.27
H 3.71 -2.36 -1.38 0.33
H 0.93 -2.00 -2.13 0.42
H 2.08 -0.72 -1.68 0.14
C -1.44 -1.10 -0.59 -0.04
C -2.47 -0.35 -0.07 -1.20
H -1.32 -1.34 -1.66 0.36
H -1.98 0.64 -0.32 -0.05
H -3.27 -0.07 -0.70 0.50
N -1.34 -2.19 3.25 -0.45
C -1.47 -3.10 4.42 -0.64
C -0.16 -3.21 5.16 -0.53
N 0.43 -1.83 5.37 -0.66
H -2.26 -1.85 2.93 0.26
H -0.98 -2.71 2.44 0.16
H -2.25 -2.70 5.08 0.37
H -1.79 -4.10 4.07 0.34
H -0.32 -3.70 6.12 0.38
H 0.56 -3.80 4.59 0.35
H -0.07 -1.40 6.15 0.27
H 1.39 -1.94 5.73 0.27
```

---

[2]
This record from the OMol25 dataset describes a structure of composition C32H29CoN2O6PS2. The level of theory is wB97M-V/def2-TZVPD.

Values from the calculation:
* net charge: -1

```
73
Properties=species:S:1:pos:R:3:mulliken_charge:R:1
Co -0.07 -0.32 -0.45 0.49
O -3.41 -2.86 0.35 -0.67
S -2.57 -1.75 0.77 1.16
O -2.94 -1.10 1.98 -0.62
O -1.15 -2.07 0.56 -0.82
O -0.73 0.69 0.89 -0.42
C 3.92 -1.95 -1.40 -0.76
C 4.18 -1.75 0.06 0.93
C 5.26 -2.41 0.63 -0.70
C 5.59 -2.24 1.97 -0.65
C 4.83 -1.40 2.76 -0.88
C 3.75 -0.73 2.21 -1.10
C 3.41 -0.89 0.86 0.89
P 1.98 0.16 0.33 2.45
C 1.50 1.25 1.58 -0.72
C 2.16 2.46 1.85 -0.57
C 1.59 3.48 2.57 -1.08
C 0.23 3.29 2.99 -0.28
C -0.47 2.17 2.76 -1.82
C 0.09 0.97 2.04 2.47
C 0.05 -0.26 2.96 -1.71
C 2.66 1.11 -1.05 0.11
C 3.99 1.43 -1.29 -0.37
C 4.32 2.22 -2.38 -0.65
C 3.32 2.66 -3.24 -0.68
C 1.99 2.34 -2.99 -0.61
C 1.64 1.57 -1.89 0.39
C 0.23 1.23 -1.54 -2.20
H 4.27 -2.93 -1.72 0.51
H 4.42 -1.19 -2.00 0.30
H 2.86 -1.89 -1.63 -0.51
H 5.85 -3.07 0.01 0.41
H 6.44 -2.78 2.39 0.37
H 5.07 -1.26 3.81 0.44
H 3.14 -0.07 2.81 0.33
H 3.16 2.61 1.43 0.29
H 2.11 4.40 2.75 0.37
H -0.27 4.10 3.52 0.36
H -1.50 2.08 3.08 0.39
H -0.98 -0.55 3.19 0.47
H 0.57 -0.03 3.90 0.44
H 0.56 -1.11 2.49 0.22
H 4.76 1.06 -0.62 0.53
H 5.36 2.47 -2.57 0.43
H 3.58 3.26 -4.10 0.37
H 1.22 2.69 -3.67 0.50
H -0.35 1.05 -2.45 0.80
H -0.25 2.02 -0.96 0.53
O -2.84 1.42 -1.21 -0.57
C -3.29 0.60 -0.47 0.55
O -2.73 -0.66 -0.51 -0.20
C -4.48 0.86 0.39 0.48
C -5.39 -0.12 0.74 0.16
C -6.52 0.22 1.47 -0.84
C -6.73 1.54 1.85 -0.37
C -5.81 2.52 1.50 -0.62
C -4.69 2.18 0.76 -0.74
H -5.24 -1.16 0.46 0.40
H -7.23 -0.54 1.74 0.40
H -7.60 1.81 2.43 0.38
H -5.96 3.55 1.81 0.39
H -3.96 2.92 0.47 0.43
S 0.54 -1.65 -2.32 -0.64
C -0.85 -2.36 -2.93 0.50
N -1.73 -2.96 -2.06 0.07
C -2.87 -3.54 -2.45 0.06
C -3.17 -3.59 -3.78 -0.79
C -2.23 -3.00 -4.64 0.03
N -1.12 -2.41 -4.25 -0.57
H -1.51 -2.86 -1.06 0.08
H -3.50 -3.92 -1.65 0.51
H -4.08 -4.04 -4.14 0.39
H -2.41 -3.01 -5.71 0.41
```

---

[3]
This record from the OMol25 dataset describes a structure of composition C32H34N7O2RuS3. The level of theory is wB97M-V/def2-TZVPD.

Values from the calculation:
* multiplicity: 2

```
79
Properties=species:S:1:pos:R:3:mulliken_charge:R:1
Ru -1.81 -0.49 -0.46 -0.87
C 0.55 -1.80 3.52 -0.67
C 1.80 -2.23 2.76 -1.09
C 1.94 -1.56 1.38 -0.45
N 0.69 -0.90 1.01 0.91
C 0.21 -1.08 -0.11 -0.30
C 0.20 -1.81 -1.30 0.77
C 0.77 -1.53 -2.59 -1.05
C 1.30 -0.48 -3.28 -0.77
C 1.36 0.95 -3.11 -0.44
C 0.62 1.79 -2.35 -0.79
C -0.52 1.33 -1.62 0.72
N -1.39 0.50 -2.11 0.40
C -1.80 0.11 -3.43 -0.61
C -3.24 -0.42 -3.34 -1.42
C -3.42 -1.78 -2.66 -0.71
N -3.17 -1.78 -1.23 0.14
C -3.58 -2.78 -0.46 0.87
C -4.23 -3.92 -0.99 -0.62
C -4.83 -5.00 -0.38 -0.65
C -4.98 -5.30 0.97 -0.61
C -4.45 -4.56 2.02 -0.68
C -3.66 -3.43 2.01 -0.66
C -3.18 -2.61 0.96 1.22
N -2.33 -1.61 1.17 0.44
C -1.81 -1.36 2.51 -1.48
C -0.74 -2.39 2.92 -0.34
H 0.49 -0.70 3.51 0.10
H 0.65 -2.09 4.57 0.48
H 1.78 -3.32 2.65 0.37
H 2.69 -2.01 3.35 0.48
H 2.24 -2.27 0.61 0.31
H 2.71 -0.79 1.43 0.01
H -0.17 -2.82 -1.16 0.43
H 0.85 -2.46 -3.15 0.32
H 1.79 -0.79 -4.20 0.35
H 2.18 1.41 -3.66 0.32
H 0.96 2.81 -2.19 0.56
H -1.14 -0.67 -3.82 0.31
H -1.74 0.97 -4.11 0.36
H -3.62 -0.53 -4.36 0.51
H -3.87 0.32 -2.85 0.30
H -2.75 -2.51 -3.14 0.42
H -4.44 -2.11 -2.86 0.54
H -4.27 -3.95 -2.07 0.31
H -5.27 -5.71 -1.07 0.32
H -5.54 -6.19 1.22 0.33
H -4.65 -4.95 3.01 0.33
H -3.34 -3.12 3.00 0.22
H -2.63 -1.32 3.24 0.76
H -1.37 -0.37 2.48 -0.13
H -0.48 -2.95 2.02 0.33
H -1.16 -3.13 3.61 0.54
S -2.64 1.53 0.11 -0.59
C -0.93 1.49 -0.16 0.37
N 4.98 7.33 -0.47 -0.56
C 4.64 5.99 -0.35 1.07
C 4.89 5.30 0.84 -0.81
C 4.59 3.95 0.94 -0.27
C 4.04 3.28 -0.13 -0.43
C 3.80 3.95 -1.32 -0.31
C 4.09 5.30 -1.43 -0.87
S 3.67 1.56 0.00 1.21
O 4.16 1.13 1.29 -0.73
O 4.16 0.90 -1.18 -0.80
N 2.06 1.46 -0.06 0.01
C 1.32 1.79 0.96 0.42
S 1.89 2.17 2.58 -0.07
C 0.27 2.52 3.09 -0.44
C -0.60 2.33 2.10 -0.95
N -0.04 1.89 0.90 0.31
H 5.08 7.85 0.38 0.22
H 4.52 7.84 -1.21 0.22
H 5.33 5.82 1.68 0.29
H 4.78 3.42 1.86 0.51
H 3.41 3.42 -2.18 0.50
H 3.91 5.82 -2.36 0.30
H 0.05 2.87 4.08 0.51
H -1.66 2.47 2.15 0.46
```

---

[4]
This record from the OMol25 dataset describes a cluster of 7 separate species, C10H33NO7 in total in a non-equilibrium geometry. The level of theory is wB97M-V/def2-TZVPD.

Values from the calculation:
* SMILES: CC1(C)CCCC(C)(C)N1O.CO.O.O.O.O.O

```
51
Properties=species:S:1:pos:R:3:mulliken_charge:R:1
C -1.28 -0.48 1.71 -1.92
C -0.48 -1.67 0.98 1.71
C 0.55 -2.15 2.00 -1.48
C -1.46 -2.74 0.64 -1.44
C -0.82 -3.82 -0.16 -0.58
C -0.52 -3.26 -1.55 -1.23
C 0.54 -2.13 -1.41 1.21
C 1.90 -2.74 -0.97 -1.45
C 0.61 -1.37 -2.77 -1.66
N 0.01 -1.17 -0.38 0.70
O 1.10 -0.26 -0.01 -0.32
H -1.45 -0.66 2.75 0.43
H -0.69 0.41 1.60 0.36
H -2.27 -0.31 1.22 0.37
H 1.03 -1.38 2.57 0.45
H -0.09 -2.81 2.60 0.45
H 1.39 -2.80 1.63 0.19
H -2.05 -3.03 1.54 0.51
H -2.25 -2.37 -0.01 0.29
H 0.09 -4.18 0.39 0.31
H -1.44 -4.72 -0.23 0.38
H -1.44 -2.89 -2.05 0.33
H -0.16 -4.04 -2.24 0.46
H 1.68 -3.31 -0.06 0.24
H 2.66 -1.96 -0.84 0.26
H 2.24 -3.45 -1.76 0.41
H -0.28 -0.79 -3.00 0.33
H 0.88 -2.17 -3.50 0.41
H 1.39 -0.57 -2.73 0.26
H 0.98 0.62 -0.45 0.31
C 1.35 4.21 1.73 -0.50
O 1.13 4.30 0.35 -0.60
H 2.09 3.40 1.97 0.17
H 1.72 5.14 1.97 0.33
H 0.40 3.96 2.24 0.21
H 0.69 3.43 0.05 0.37
O -1.81 0.92 -1.26 -0.91
H -2.22 1.52 -0.52 0.35
H -1.50 0.06 -0.93 0.36
O 0.47 2.16 -1.19 -0.78
H 0.85 2.23 -2.13 0.28
H -0.48 1.82 -1.32 0.46
O -1.03 5.69 -1.00 -0.74
H -1.08 5.54 -1.96 0.32
H -0.23 5.24 -0.64 0.46
O 2.32 0.87 2.43 -0.65
H 2.26 0.14 1.76 0.30
H 1.47 0.86 2.86 0.32
O -2.09 3.21 -0.01 -0.59
H -2.84 3.43 0.55 0.26
H -1.84 4.05 -0.46 0.30
```

---

[5]
This record from the OMol25 dataset describes a cluster of 6 separate species, C36H90N6O12 in total in a non-equilibrium geometry. The level of theory is wB97M-V/def2-TZVPD.

Values from the calculation:
* multiplicity: 2
* net charge: +1

```
144
Properties=species:S:1:pos:R:3:mulliken_charge:R:1
C 3.93 1.65 4.54 -0.60
O 4.67 2.84 4.51 -0.36
C 4.89 3.42 3.19 -0.15
C 3.57 3.96 2.48 -0.48
N 3.23 5.30 2.91 -0.39
C 3.31 5.46 4.43 -0.47
C 2.73 6.77 5.01 -0.70
O 3.61 7.88 4.81 -0.28
C 3.34 9.05 5.42 -0.76
H 3.60 1.42 5.55 0.30
H 4.54 0.79 4.28 0.31
H 3.02 1.59 3.95 0.11
H 5.27 2.60 2.58 0.02
H 5.72 4.12 3.20 0.35
H 2.68 3.36 2.65 0.19
H 3.62 3.86 1.39 0.43
H 3.84 6.05 2.61 0.27
H 4.23 5.23 4.97 0.33
H 2.55 4.72 4.67 0.33
H 2.59 6.71 6.09 0.37
H 1.78 6.83 4.47 0.32
H 2.40 9.54 5.15 0.31
H 4.15 9.70 5.09 0.24
H 3.34 8.99 6.51 0.30
C -1.83 -4.77 4.21 -0.74
O -0.45 -4.41 4.40 -0.34
C 0.06 -4.73 5.70 -0.61
C 0.08 -6.28 5.95 -0.71
N -1.12 -6.71 6.63 -0.12
C -1.03 -7.99 7.39 -0.51
C -2.27 -8.19 8.28 -0.70
O -2.40 -7.40 9.44 -0.35
C -1.45 -7.52 10.46 -0.68
H -2.39 -4.39 5.06 0.30
H -1.81 -5.85 4.04 0.22
H -2.19 -4.28 3.30 0.30
H -0.58 -4.09 6.31 0.42
H 1.08 -4.35 5.75 0.25
H 0.96 -6.40 6.57 0.46
H 0.26 -6.76 4.99 0.32
H -1.51 -5.96 7.18 0.23
H -0.21 -7.91 8.10 0.30
H -0.87 -8.92 6.84 0.34
H -2.31 -9.19 8.73 0.45
H -3.08 -7.86 7.63 0.30
H -0.49 -7.20 10.05 0.26
H -1.31 -8.53 10.86 0.30
H -1.73 -6.96 11.35 0.25
C -3.98 3.40 -0.52 -0.73
O -3.99 2.52 -1.67 -0.31
C -3.92 1.13 -1.59 -0.24
C -3.37 0.54 -2.97 -0.11
N -3.28 -0.94 -2.66 -0.23
C -2.19 -1.61 -3.37 -0.58
C -2.51 -3.10 -3.22 -0.58
O -3.87 -3.42 -3.58 -0.36
C -4.03 -4.79 -3.87 -0.78
H -4.99 3.63 -0.18 0.31
H -3.64 4.39 -0.79 0.27
H -3.51 2.96 0.37 0.23
H -4.87 0.81 -1.14 0.44
H -3.20 0.90 -0.81 -0.21
H -2.44 0.96 -3.34 -0.21
H -4.05 0.68 -3.81 0.52
H -4.11 -1.35 -3.07 0.26
H -1.22 -1.28 -2.98 0.30
H -2.17 -1.44 -4.45 0.34
H -2.39 -3.32 -2.16 0.29
H -1.83 -3.76 -3.76 0.48
H -4.73 -5.05 -3.07 0.26
H -3.18 -5.46 -3.79 0.36
H -4.39 -4.80 -4.90 0.23
C -2.47 4.32 -4.74 -0.32
O -2.92 3.86 -6.06 -0.37
C -4.35 3.59 -6.12 -0.29
C -4.82 2.88 -7.52 -0.77
N -6.28 2.56 -7.68 0.11
C -6.54 1.62 -8.79 -0.50
C -8.07 1.31 -8.90 -0.72
O -8.46 0.22 -9.79 -0.34
C -8.26 0.62 -11.13 -0.71
H -3.01 3.75 -3.99 0.05
H -2.43 5.41 -4.64 0.33
H -1.49 4.01 -4.37 0.12
H -4.95 4.48 -5.94 0.38
H -4.62 2.93 -5.30 0.20
H -4.20 1.98 -7.52 0.42
H -4.34 3.42 -8.33 0.37
H -6.80 3.42 -7.67 0.38
H -5.81 0.83 -8.94 0.50
H -6.40 2.15 -9.73 0.43
H -8.60 2.23 -9.15 0.46
H -8.36 1.08 -7.87 0.42
H -8.78 -0.06 -11.80 0.25
H -7.18 0.71 -11.25 0.28
H -8.60 1.64 -11.32 0.34
C 3.60 -2.37 1.35 -0.31
O 4.60 -1.37 1.29 -0.44
C 4.54 -0.53 0.10 0.30
C 5.85 0.33 -0.12 -0.95
N 6.87 -0.28 -1.03 -0.29
C 6.83 -0.29 -2.51 -0.56
C 8.17 -0.84 -3.16 -0.63
O 9.46 -0.38 -2.57 -0.37
C 10.51 -1.39 -2.51 -0.67
H 3.54 -3.09 0.54 0.36
H 2.65 -1.84 1.27 -0.07
H 3.68 -2.78 2.36 0.30
H 3.64 0.08 0.10 -0.09
H 4.61 -1.17 -0.78 0.25
H 6.34 0.51 0.83 0.37
H 5.63 1.36 -0.40 0.43
H 7.80 0.05 -0.81 0.24
H 6.65 0.72 -2.87 0.33
H 6.00 -0.92 -2.84 0.31
H 8.29 -0.65 -4.23 0.37
H 8.10 -1.92 -3.04 0.37
H 11.46 -1.01 -2.15 0.24
H 10.77 -1.82 -3.48 0.28
H 10.09 -2.17 -1.88 0.32
C 0.78 1.78 -3.04 -0.51
O 1.00 1.64 -1.63 -0.29
C -0.03 2.34 -0.92 0.02
C 0.25 2.61 0.52 -0.83
N 0.47 1.35 1.23 0.12
C -0.70 0.66 1.68 0.11
C -0.30 -0.46 2.65 -0.98
O 0.53 -1.42 1.91 -0.23
C -0.23 -2.48 1.41 -0.28
H 1.52 1.16 -3.55 0.29
H 0.98 2.77 -3.46 0.32
H -0.21 1.44 -3.31 -0.05
H -0.95 1.77 -1.04 0.01
H -0.21 3.31 -1.37 0.50
H -0.41 3.32 1.01 0.50
H 1.25 3.04 0.62 -0.02
H 0.96 0.85 0.50 -0.02
H -1.29 0.33 0.83 -0.19
H -1.30 1.31 2.33 0.43
H -1.18 -0.81 3.19 0.40
H 0.44 -0.04 3.32 0.30
H -1.16 -2.11 0.98 0.28
H -0.62 -3.21 2.12 -0.20
H 0.32 -3.13 0.73 0.31
```

---

[6]
This record from the OMol25 dataset describes a structure of composition C2H7IN3 in a non-equilibrium geometry. The level of theory is wB97M-V/def2-TZVPD.

Values from the calculation:
* net charge: +1

```
13
Properties=species:S:1:pos:R:3:mulliken_charge:R:1
C 0.09 0.10 -0.67 -0.19
C 0.84 0.66 0.52 -0.28
N -0.49 -1.08 -1.00 0.07
N 0.47 1.87 1.05 -0.46
N -0.62 -2.38 -0.47 -0.51
I 2.66 0.97 -0.97 0.15
H -0.25 0.79 -1.39 0.42
H 1.09 -0.16 1.25 0.39
H -0.93 -1.04 -1.95 0.28
H 0.18 2.62 0.39 0.28
H 1.13 2.19 1.69 0.30
H -0.23 -2.39 0.47 0.26
H -0.73 -3.11 -1.24 0.30
```

---

In eV, the electronic energy values for the records above are, in order, -43954.2384 -117506.8975 -83345.4706 -26726.6443 -72278.8171 -14749.3077.